Below is 2 unconnected molecules or ions with the total composition C3H11NOS, with properties calculated with the ωB97M-V functional and the def2-TZVPD basis.

Summary:
expectation value of S²: 0.754
HOMO (spin up / spin down): -14.80 / -13.70 eV
total charge: +1
2S+1: 2
E: -648.74014 Ha

```
17
C3H11NOS | the OMol25 dataset | the ωB97M-V functional and the def2-TZVPD basis
C 0.344 -2.211 0.310
C 0.742 -0.772 0.071
C -0.106 -0.168 -1.070
S 0.420 1.442 -1.599
N 0.571 -0.054 1.324
H 0.301 -2.767 -0.626
H 1.089 -2.668 0.943
H -0.628 -2.203 0.786
H 1.792 -0.707 -0.226
H -1.171 -0.180 -0.839
H 0.045 -0.808 -1.962
H -0.696 1.699 -2.313
H 0.827 0.927 1.286
H -0.395 -0.125 1.627
H -0.972 3.605 0.448
H -1.380 2.135 0.803
O -0.782 2.856 1.037
```

Below is 2 unconnected molecules or ions with the total composition C3H11NOS2, with properties calculated with the ωB97M-V functional and the def2-TZVPD basis.

Summary:
HOMO: -8.35 eV
SMILES: CSSCCN.O
E: -1047.24550 Ha

```
18
C3H11NOS2 | the OMol25 dataset | the ωB97M-V functional and the def2-TZVPD basis
N -0.669 -0.383 1.172
C -0.905 0.596 0.128
C -0.278 0.138 -1.175
S 1.487 0.082 -1.542
S 2.016 -1.842 -0.921
C 3.533 -1.474 -0.008
H -1.115 -0.173 2.038
H 0.290 -0.687 1.246
H -1.935 0.828 -0.112
H -0.389 1.530 0.398
H -0.716 -0.790 -1.514
H -0.553 0.876 -1.945
H 4.446 -1.486 -0.604
H 3.493 -0.459 0.394
H 3.587 -2.152 0.836
H -4.231 1.515 -0.196
H -3.738 1.780 1.247
O -4.326 2.102 0.559
```